Record 1
{"formula": "C39H42ErN7OPS3", "method": "the ωB97M-V functional and the def2-TZVPD basis", "species": ["H", "H", "C", "C", "H", "H", "H", "C", "H", "C", "C", "H", "H", "S", "H", "C", "H", "H", "C", "C", "C", "H", "H", "H", "H", "H", "H", "C", "N", "C", "N", "C", "H", "C", "H", "C", "C", "H", "N", "C", "H", "H", "C", "H", "H", "C", "H", "H", "H", "C", "C", "H", "H", "N", "C", "C", "N", "H", "C", "C", "C", "C", "C", "C", "C", "C", "S", "H", "H", "C", "H", "N", "C", "O", "H", "C", "S", "H", "H", "H", "H", "C", "H", "H", "C", "C", "Er", "P", "H", "C", "N", "H", "C", "C"], "positions_angstrom": [[3.197, 0.843, 2.556], [-1.089, -2.673, 4.478], [0.035, -4.008, 3.232], [5.307, -3.961, 0.982], [-2.295, -5.453, 3.694], [-4.139, -4.254, -3.783], [4.877, -4.957, 0.855], [-3.612, -7.472, 1.319], [2.352, 3.195, 6.584], [2.115, -1.008, 1.326], [1.046, -0.296, -2.793], [4.141, 0.051, -1.836], [0.498, 4.308, -0.180], [-2.205, -2.186, 2.020], [-2.440, 0.939, 4.688], [-1.671, 4.315, -0.423], [2.184, -4.698, 6.363], [3.956, -3.152, 3.221], [1.581, -4.504, 5.485], [-1.162, 3.332, -2.605], [1.303, 2.435, 4.864], [-0.626, 3.471, -3.542], [-1.760, -5.333, -0.553], [-3.184, -5.521, -2.977], [-4.646, 0.913, 3.075], [-3.577, 0.924, 0.542], [3.414, 2.257, 4.516], [-3.611, 0.935, 2.785], [-1.984, -1.691, -1.615], [-2.095, -2.603, -2.319], [-2.243, -3.663, -3.066], [-0.263, -3.371, 4.433], [2.706, -5.835, 4.232], [0.074, 2.061, 4.357], [-0.878, 5.416, -2.097], [-0.055, 1.219, 3.252], [-1.610, 4.626, -1.917], [-0.824, 2.453, 4.820], [-1.740, 0.947, 1.538], [-2.510, 0.944, 3.614], [1.353, -5.368, 2.218], [-1.803, 5.208, 0.187], [2.326, 0.135, -3.154], [-3.761, -7.415, 3.458], [-0.437, -3.302, -4.055], [-1.337, -3.896, -4.191], [-4.253, -8.339, 1.219], [-1.815, -3.634, -5.136], [-1.990, 2.639, -2.763], [1.109, -4.894, 3.161], [2.730, -1.298, 0.111], [-3.953, -4.253, -2.010], [-0.298, 3.059, 0.809], [1.017, -0.122, 1.441], [-3.336, -6.954, 2.576], [3.747, -2.242, -0.001], [-1.409, 0.957, 2.841], [2.129, -1.554, 3.395], [1.064, 0.725, 2.562], [1.873, -5.146, 4.288], [-2.510, -5.848, 2.707], [1.416, 3.357, 6.050], [-1.956, -5.251, 1.578], [-3.052, -6.888, 0.191], [0.517, -3.616, 5.557], [-3.073, 0.941, 1.497], [-0.110, 2.417, -1.442], [2.641, 0.581, -4.081], [4.150, -2.453, -0.985], [-3.462, -4.468, -2.955], [-1.061, -4.949, -4.203], [2.305, -0.690, -1.119], [2.301, 1.166, 3.068], [-0.970, 1.222, -1.061], [0.599, 3.204, 6.755], [-0.350, 3.621, -0.124], [0.234, -3.505, 0.158], [-2.499, 3.636, -0.205], [5.933, -3.986, 1.874], [0.293, -3.114, 6.489], [0.124, -0.250, -3.353], [-2.225, -5.780, 0.318], [5.951, -3.770, 0.124], [-3.252, -7.307, -0.788], [3.097, -0.115, -2.039], [2.424, 1.969, 4.181], [-0.715, -0.766, 0.169], [-0.954, -3.745, 1.745], [-2.562, 4.967, -2.321], [4.228, -2.918, 1.103], [1.036, -0.806, -1.565], [1.393, 4.404, 5.741], [3.627, -2.630, 2.330], [2.596, -1.723, 2.432]], "relative_energy_kcal_mol": 0.0, "e_tot_ha": -4520.8909, "total_charge": 1, "homo_lumo_gap_ev": [7.51, 7.51], "multiplicity": 4}

Record 2
{"formula": "C39H42FLiN8O4S", "method": "the ωB97M-V functional and the def2-TZVPD basis", "species": ["H", "F", "C", "O", "C", "C", "N", "C", "H", "C", "N", "C", "C", "H", "N", "C", "H", "C", "H", "H", "C", "C", "C", "Li", "H", "H", "H", "H", "H", "C", "C", "C", "O", "H", "N", "O", "H", "C", "H", "H", "C", "N", "N", "H", "C", "H", "N", "H", "H", "C", "H", "H", "H", "C", "H", "C", "H", "C", "C", "C", "H", "C", "H", "H", "C", "N", "C", "H", "H", "C", "H", "C", "C", "C", "H", "C", "C", "H", "H", "C", "H", "C", "C", "C", "H", "C", "H", "S", "O", "H", "H", "H", "H", "H", "C", "H"], "positions_angstrom": [[4.260, -3.468, 2.905], [4.053, -3.330, -1.614], [-0.964, 3.717, -4.094], [-3.041, 2.394, -0.802], [-2.173, 4.721, 0.615], [1.948, -2.620, 5.625], [-1.188, -0.742, -1.295], [4.198, -3.536, 0.769], [2.722, -6.221, 0.187], [-4.112, 2.685, -3.289], [2.436, -1.635, 3.357], [2.499, -1.348, 0.978], [4.487, -5.850, 1.482], [-1.058, 4.777, -4.228], [-2.859, 4.723, -0.565], [-0.654, -2.855, -0.284], [0.956, -0.527, 4.369], [-0.003, -3.296, -1.434], [6.664, -5.582, -0.092], [2.598, -1.219, -1.144], [1.411, -0.707, 3.389], [3.615, -6.731, 0.598], [-0.434, 0.711, 2.618], [-1.383, 1.659, -0.031], [5.225, -7.722, -0.261], [-1.290, 0.747, -5.714], [-2.259, 3.444, 3.416], [-0.802, -3.501, 0.552], [-4.027, 5.943, -2.398], [4.983, -5.956, -1.392], [-2.548, 4.410, 3.860], [3.833, -3.054, 2.022], [1.354, 0.476, 0.013], [-1.718, -1.228, 0.611], [4.442, -7.147, -0.604], [-0.654, 1.054, 3.789], [4.138, -5.418, -1.809], [3.725, -2.859, -0.363], [-3.813, 1.733, -2.867], [2.051, -4.267, 4.121], [-3.182, 3.595, -1.166], [-0.536, 1.870, -2.623], [-0.468, -0.334, -3.503], [-2.553, 6.514, 3.335], [0.892, -0.020, 2.336], [-4.977, 1.878, -5.053], [-2.761, 5.458, 1.596], [3.906, -7.760, -1.224], [-5.650, 4.105, -5.957], [-4.085, 5.994, 1.395], [3.917, -5.469, 2.340], [-2.042, 4.537, 4.828], [0.581, -2.660, -3.422], [5.751, -5.060, -0.415], [-1.077, 5.555, 2.803], [-4.864, 5.177, -4.247], [-5.191, 4.218, 0.784], [-5.147, 4.032, -4.999], [2.947, -1.745, -0.260], [-1.207, -1.580, -0.269], [5.595, -6.294, -2.215], [-0.538, -1.130, -2.383], [-5.154, 6.157, -4.613], [0.407, -4.295, -1.529], [-1.216, 2.861, -5.149], [4.989, -4.713, 0.731], [-3.861, 3.804, -2.501], [-6.166, 5.554, 1.409], [3.405, -4.296, 5.290], [-4.226, 5.058, -3.014], [-1.542, 3.196, -6.126], [2.956, -1.989, 2.131], [-4.781, 2.792, -4.506], [1.542, -0.192, 1.020], [0.891, -2.467, 5.422], [-5.245, 5.006, 1.557], [2.634, -3.714, 4.853], [-4.180, 6.823, 2.129], [3.858, -1.835, 4.928], [2.910, -2.254, 4.585], [-0.402, 3.789, -1.979], [-1.098, 1.497, -4.922], [-0.638, 3.172, -2.845], [-0.745, 1.039, -3.639], [-3.630, 4.404, 4.015], [0.084, -2.405, -2.493], [3.286, -7.637, 1.096], [-0.665, 3.993, 0.813], [-1.212, 0.790, 1.620], [-4.143, 6.410, 0.405], [-5.273, 4.559, 2.548], [2.243, -2.463, 6.635], [-0.186, -0.817, -4.351], [5.323, -6.445, 1.834], [-2.177, 5.559, 2.941], [6.085, -4.196, -0.973]], "relative_energy_kcal_mol": 0.0, "e_tot_ha": -2755.9626, "total_charge": 0, "homo_lumo_gap_ev": 4.16}